Entry 1
{"formula": "C3H6O2", "method": "ωB97M-V/def2-TZVPD", "charge": 0, "smiles": "CCOC=O", "homo_lumo_gap_ev": 11.733, "elements": ["O", "O", "C", "C", "C", "H", "H", "H", "H", "H", "H"], "positions_angstrom": [[1.79505, -0.43947, -1.49248], [1.00526, -0.07290, 0.60280], [1.92576, -0.00558, -0.37795], [-1.37902, 0.50670, -0.10561], [-0.30502, -0.58793, 0.20995], [-0.84211, -0.87156, 1.07754], [-1.12198, 0.99951, -1.02566], [2.84438, 0.51282, -0.03733], [-2.39890, 0.06807, -0.19694], [-1.46881, 1.24766, 0.71280], [-0.15374, -1.32077, -0.60821]], "mulliken_charge": [-0.4890, -0.2959, 0.1692, -1.0273, -0.2133, 0.2590, 0.3013, 0.3507, 0.3237, 0.2879, 0.3338]}


Entry 2
{"formula": "C3H6O2", "method": "ωB97M-V/def2-TZVPD", "charge": 0, "smiles": "O[C@@H]1C[C@@H]1O", "homo_lumo_gap_ev": 8.877, "elements": ["O", "O", "C", "C", "C", "H", "H", "H", "H", "H", "H"], "positions_angstrom": [[0.64656, 1.36892, 0.55290], [-1.75308, 0.39246, 0.58484], [0.42549, 0.44118, -0.48259], [-0.98253, -0.02701, -0.47088], [0.44553, -0.97540, -0.09830], [-1.16749, -0.98577, -0.90909], [0.86505, 0.72383, -1.43370], [0.84149, -1.70227, -0.81973], [-1.17509, 0.98766, 1.10065], [0.43421, -1.28433, 0.93352], [1.41985, 1.06073, 1.04238]], "mulliken_charge": [-0.5695, -0.4764, 0.2024, -0.1735, -0.8819, 0.3498, 0.2794, 0.2827, 0.3472, 0.3165, 0.3233]}


entry 1 (246.4 kJ/mol below the next structure)


Entry 1
{"formula": "C3H6O2", "method": "ωB97M-V/def2-TZVPD", "charge": 0, "smiles": "CC(=O)CO", "homo_lumo_gap_ev": 11.025, "elements": ["O", "O", "C", "C", "C", "H", "H", "H", "H", "H", "H"], "positions_angstrom": [[-0.09668, 1.66210, -0.06763], [-2.26129, 0.24264, -0.00357], [0.11120, 0.47833, -0.20005], [-1.02433, -0.46395, -0.07713], [1.52387, -0.09932, -0.00912], [2.32393, 0.82589, 0.25053], [1.86387, -0.75161, -0.88030], [-1.99891, 1.17800, 0.28302], [-1.11417, -1.09433, -1.01364], [-0.83122, -1.14031, 0.77658], [1.50372, -0.83745, 0.94130]], "mulliken_charge": [-0.5884, -0.5192, 0.8592, -0.4850, -0.9459, 0.2580, 0.2974, 0.3637, 0.2503, 0.2566, 0.2532]}


Entry 2
{"formula": "C3H6O2", "method": "ωB97M-V/def2-TZVPD", "charge": 0, "smiles": "C=CO.C=O", "homo_lumo_gap_ev": 9.422, "elements": ["O", "O", "C", "C", "C", "H", "H", "H", "H", "H", "H"], "positions_angstrom": [[-0.07718, 0.30446, 0.07566], [1.06541, -2.85166, -0.10362], [-0.19992, 2.59720, -0.12820], [-0.00967, 1.40862, -0.72667], [0.12905, -2.88581, 0.65162], [-0.16629, 1.42749, -1.81166], [0.39136, -0.44178, -0.29866], [-0.65944, 2.59761, 0.86379], [0.36786, -2.95342, 1.74257], [0.06392, 3.53029, -0.59947], [-0.90508, -2.73301, 0.33464]], "mulliken_charge": [-0.4523, -0.4079, -0.6804, 0.0432, -0.0968, 0.2661, 0.3452, 0.2154, 0.2392, 0.2604, 0.2678]}


entry 1 (126.8 kJ/mol below the next structure)


Entry 1
{"formula": "C3H6O2", "method": "ωB97M-V/def2-TZVPD", "charge": 0, "homo_lumo_gap_ev": 9.428, "elements": ["O", "O", "C", "C", "C", "H", "H", "H", "H", "H", "H"], "positions_angstrom": [[-0.16771, -1.18435, 1.26979], [-0.98070, -0.14714, -2.19183], [0.55165, 0.23829, -0.46129], [0.40246, 0.09238, 1.04320], [-0.81379, 0.39457, -1.00122], [-1.90053, 0.14304, -2.21783], [1.37868, 0.19288, 1.53371], [-0.37685, -1.25892, 2.20831], [1.02308, 1.20778, -0.68740], [-0.26241, 0.89026, 1.40944], [1.14611, -0.56879, -0.90489]], "mulliken_charge": [-0.5067, -0.2771, -0.1503, -0.4422, -0.6601, 0.5275, 0.3239, 0.2958, 0.2751, 0.3190, 0.2952]}


Entry 2
{"formula": "C3H6O2", "method": "ωB97M-V/def2-TZVPD", "charge": 0, "smiles": "CC=O.C=O", "homo_lumo_gap_ev": 10.892, "elements": ["O", "O", "C", "C", "C", "H", "H", "H", "H", "H", "H"], "positions_angstrom": [[-4.86178, 2.94687, -3.78089], [1.79102, -0.83570, 0.33387], [-4.34692, 1.91497, -3.44323], [2.69584, -1.57589, 2.38365], [2.28662, -0.51272, 1.38605], [1.98265, -1.51115, 3.20441], [-3.27522, 1.89196, -3.23011], [2.41912, 0.56300, 1.60518], [3.71799, -1.46033, 2.73674], [-4.96432, 1.09454, -3.04761], [2.55500, -2.51555, 1.85195]], "mulliken_charge": [-0.3672, -0.4596, -0.0554, -0.8005, 0.1240, 0.2417, 0.2129, 0.3407, 0.2859, 0.2098, 0.2678]}


Entry 3
{"formula": "C3H6O2", "method": "ωB97M-V/def2-TZVPD", "charge": 0, "smiles": "O=CCCO", "homo_lumo_gap_ev": 10.461, "elements": ["O", "O", "C", "C", "C", "H", "H", "H", "H", "H", "H"], "positions_angstrom": [[-0.77178, -2.50206, 0.32193], [-0.92843, 1.18159, -0.68437], [-0.28367, -1.52515, -0.19401], [0.32358, 0.95481, -0.06711], [0.26788, -0.39057, 0.63913], [1.27750, -0.66518, 0.97193], [1.13319, 0.95340, -0.81422], [-0.23437, -1.44047, -1.29732], [0.55998, 1.74322, 0.66373], [-0.35929, -0.38559, 1.53392], [-0.87468, 2.00810, -1.17929]], "mulliken_charge": [-0.4840, -0.5047, -0.0007, -0.4091, -0.4565, 0.3277, 0.2965, 0.3427, 0.3226, 0.2644, 0.3012]}


entry 3 (83.2 kJ/mol below the next structure)


Entry 1
{"formula": "C3H6O2", "method": "ωB97M-V/def2-TZVPD", "charge": 0, "smiles": "O=CCCO", "homo_lumo_gap_ev": 10.471, "elements": ["O", "O", "C", "C", "C", "H", "H", "H", "H", "H", "H"], "positions_angstrom": [[1.35880, 0.77447, -1.17441], [-0.47858, -1.47086, 1.64747], [-0.62798, 0.48235, 0.28515], [-0.38854, -0.99237, 0.53276], [-0.02193, 0.93825, -1.04282], [-0.20393, 1.09034, 1.12312], [0.31070, -1.46194, -0.21391], [-0.58251, 0.45556, -1.93372], [-0.24754, 2.20087, -1.12109], [-1.69743, 0.67928, 0.24985], [1.60966, 0.03761, -0.53920]], "mulliken_charge": [-0.4373, -0.4729, -0.4406, 0.0438, -0.3908, 0.2900, 0.2865, 0.2453, 0.2287, 0.3207, 0.3266]}


Entry 2
{"formula": "C3H6O2", "method": "ωB97M-V/def2-TZVPD", "charge": 0, "smiles": "CC(=O)CO", "homo_lumo_gap_ev": 11.213, "elements": ["O", "O", "C", "C", "C", "H", "H", "H", "H", "H", "H"], "positions_angstrom": [[-1.88935, -0.63156, -1.06924], [0.51299, -1.48566, -0.45977], [-1.05692, 0.27770, -0.42154], [1.25942, 0.43659, 0.75283], [0.28036, -0.35749, -0.07283], [-1.51896, 0.64511, 0.50850], [-0.86235, 1.16303, -1.05154], [2.06527, -0.22069, 1.08127], [1.68294, 1.25498, 0.16150], [-1.36056, -1.44270, -1.16609], [0.76068, 0.88193, 1.61834]], "mulliken_charge": [-0.5251, -0.5940, -0.4533, -1.1691, 0.8997, 0.2694, 0.2489, 0.3162, 0.3079, 0.3706, 0.3289]}


entry 2 (137.4 kJ/mol below the next structure)


Entry 1
{"formula": "C3H6O2", "method": "ωB97M-V/def2-TZVPD", "charge": 0, "homo_lumo_gap_ev": 9.402, "elements": ["O", "O", "C", "C", "C", "H", "H", "H", "H", "H", "H"], "positions_angstrom": [[-2.01929, -0.81114, 1.07904], [1.49773, -0.78387, -0.28071], [0.91553, 0.49921, -0.43489], [-0.86404, -0.17881, 0.99091], [-0.58830, 0.29431, -0.39263], [-1.13242, 1.22901, -0.58654], [2.44820, -0.67117, -0.16166], [1.22260, 0.96387, -1.37928], [-0.90466, -0.45174, -1.13399], [-1.79691, -1.23341, 1.91644], [1.19168, 1.15963, 0.40125]], "mulliken_charge": [-0.2726, -0.5000, -0.4120, -0.4767, -0.3474, 0.3138, 0.2964, 0.3310, 0.2725, 0.4913, 0.3038]}


Entry 2
{"formula": "C3H6O2", "method": "ωB97M-V/def2-TZVPD", "charge": 0, "homo_lumo_gap_ev": 9.086, "elements": ["O", "O", "C", "C", "C", "H", "H", "H", "H", "H", "H"], "positions_angstrom": [[0.38398, -0.73762, 0.61662], [-0.14825, -0.56735, -1.88953], [1.04167, 0.36670, 1.27525], [-0.86320, -0.24458, 0.47779], [-1.11629, -0.12784, -0.98123], [0.75462, 0.43489, 2.32671], [0.48840, -1.08320, -1.37133], [-2.10746, -0.55884, -1.15938], [0.78753, 1.31154, 0.77315], [2.09432, 0.16616, 1.11072], [-1.25496, 0.97047, -1.07254]], "mulliken_charge": [-0.2119, -0.4970, -0.5589, -0.4137, -0.1008, 0.2853, 0.3315, 0.3243, 0.3081, 0.2523, 0.2808]}


entry 1 (98.4 kJ/mol below the next structure)


Entry 1
{"formula": "C3H6O2", "method": "ωB97M-V/def2-TZVPD", "charge": 0, "homo_lumo_gap_ev": 10.763, "elements": ["O", "O", "C", "C", "C", "H", "H", "H", "H", "H", "H"], "positions_angstrom": [[-0.87524, 0.87522, -0.34911], [1.07035, 1.54076, 0.41170], [-0.98499, -0.45223, 0.24830], [0.48585, -0.81322, 0.04768], [0.76796, 0.61636, -0.45807], [-1.68293, -1.05019, -0.33990], [1.05621, -1.03101, 0.95143], [-0.23736, 1.54937, 0.41087], [1.08645, 0.74387, -1.50241], [-1.33725, -0.38803, 1.28135], [0.65095, -1.59089, -0.70185]], "mulliken_charge": [-0.4604, -0.6715, -0.2972, -0.4740, 0.1449, 0.2509, 0.2390, 0.4416, 0.3253, 0.2449, 0.2564]}


Entry 2
{"formula": "C3H6O2", "method": "ωB97M-V/def2-TZVPD", "charge": 0, "smiles": "COCC=O", "homo_lumo_gap_ev": 10.492, "elements": ["O", "O", "C", "C", "C", "H", "H", "H", "H", "H", "H"], "positions_angstrom": [[0.04952, 2.30002, -0.06763], [0.96952, -0.50216, -0.12841], [-0.65278, 1.44023, -0.68251], [-0.12125, -0.00826, -0.89683], [0.66458, -0.91093, 1.12738], [0.07800, -0.11508, -2.02341], [0.03895, -0.15175, 1.79729], [1.64570, -1.27550, 1.55833], [-1.03554, -0.59701, -0.58697], [-1.66539, 1.60899, -1.27452], [0.02868, -1.78854, 1.17729]], "mulliken_charge": [-0.4734, -0.3230, 0.1333, -0.3591, -0.6549, 0.3115, 0.2350, 0.2409, 0.2985, 0.2660, 0.3251]}


entry 2 (70.5 kJ/mol below the next structure)